55
Properties=species:S:1:pos:R:3:forces:R:3 method="wB97M-V/def2-TZVPD" total_charge=+2 energy_ev=-41219.51060 multiplicity=1
Ir 0.043 0.695 -1.599 0.26 0.19 -0.21
C 1.200 3.626 -1.808 0.06 -0.05 0.08
O 0.053 2.799 -1.429 -0.07 0.16 -0.21
C -0.586 3.142 -0.217 0.06 -0.09 0.14
C -1.173 4.366 0.010 0.01 -0.03 -0.01
C -1.782 4.567 1.244 -0.01 0.03 0.01
C -1.787 3.569 2.212 -0.02 0.00 0.03
C -1.188 2.340 1.975 -0.02 -0.04 -0.07
C -0.601 2.133 0.739 0.18 0.11 -0.10
N 0.118 0.975 0.331 -0.78 -0.50 0.25
N 0.684 0.226 1.178 0.55 0.51 -0.08
C 1.697 -0.567 0.817 -0.13 -0.27 -0.05
C 2.431 -0.326 -0.398 0.00 0.11 0.10
O 2.045 0.513 -1.314 -0.19 -0.12 -0.15
C 3.672 -0.982 -0.575 0.06 0.03 0.10
C 4.105 -1.892 0.341 0.03 0.00 -0.04
C 3.388 -2.197 1.535 0.03 0.02 0.04
C 3.892 -3.125 2.463 -0.01 0.00 0.01
C 3.226 -3.354 3.642 0.01 0.00 -0.01
C 2.042 -2.658 3.916 -0.01 0.00 0.01
C 1.524 -1.755 3.014 -0.03 -0.04 -0.04
C 2.189 -1.511 1.808 0.05 0.02 -0.04
H 0.870 4.657 -1.880 0.00 0.00 0.00
H 1.525 3.263 -2.778 0.01 0.00 0.00
H 1.985 3.512 -1.064 0.00 0.00 0.00
H -1.161 5.145 -0.740 0.00 0.00 0.00
H -2.255 5.517 1.450 0.00 0.00 0.00
H -2.258 3.753 3.167 0.00 0.00 0.00
H -1.167 1.562 2.725 0.00 0.01 0.01
H 4.245 -0.748 -1.462 -0.01 0.00 -0.01
H 5.042 -2.408 0.167 0.00 0.00 0.00
H 4.814 -3.646 2.241 0.01 0.01 0.00
H 3.618 -4.059 4.362 -0.01 -0.01 0.00
H 1.525 -2.835 4.849 0.01 0.01 0.00
H 0.606 -1.229 3.238 -0.02 -0.02 -0.01
C -4.182 1.625 -1.978 0.01 0.02 -0.03
C -4.746 0.399 -1.674 0.01 -0.03 0.01
C -3.918 -0.694 -1.459 -0.02 0.04 0.01
C -2.549 -0.525 -1.521 0.01 -0.04 0.02
N -2.006 0.687 -1.789 0.02 -0.12 0.14
C -2.805 1.731 -2.030 0.02 0.03 -0.06
C -1.577 -1.636 -1.403 0.05 0.10 -0.11
C -1.913 -2.941 -1.107 -0.01 -0.01 -0.06
C -0.936 -3.926 -1.179 -0.03 -0.04 0.01
C 0.345 -3.587 -1.578 0.01 0.01 -0.05
C 0.636 -2.258 -1.817 -0.03 0.04 -0.10
N -0.294 -1.300 -1.697 -0.03 -0.06 0.39
H -4.791 2.494 -2.181 0.00 0.00 0.01
H -5.820 0.286 -1.618 0.00 0.00 -0.02
H -4.342 -1.668 -1.264 -0.01 0.01 0.02
H -2.315 2.662 -2.278 0.00 0.00 0.05
H -2.925 -3.198 -0.832 0.00 -0.01 -0.02
H -1.185 -4.952 -0.947 0.00 0.00 0.00
H 1.118 -4.332 -1.695 0.01 0.01 0.01
H 1.623 -1.934 -2.112 0.01 -0.02 0.04